1.
C34H34DyP | ωB97M-V/def2-TZVPD

```
70
Properties=species:S:1:pos:R:3:forces:R:3
Dy -0.3507 0.3121 0.9175 -0.008 0.953 -0.367
C -3.5619 -1.3234 0.6241 0.085 0.055 0.058
C -2.4602 -1.2326 1.6586 0.083 -0.305 0.108
C -1.3714 -2.1416 1.5938 -0.031 -0.025 0.539
C -1.5236 -3.4272 0.8237 0.043 0.128 -0.233
C -0.2465 -1.9540 2.4355 -0.462 -0.215 0.221
C 0.9292 -2.8968 2.3256 -0.041 0.165 -0.047
C -0.2955 -0.9783 3.4654 -0.138 -0.247 -0.209
C 0.8304 -0.9175 4.4702 -0.065 0.076 -0.066
C -1.4682 -0.2017 3.6470 0.081 -0.053 -0.319
C -1.5785 0.7179 4.8323 0.054 0.181 -0.175
C -2.5572 -0.3365 2.7504 0.290 -0.124 -0.110
C -3.8714 0.3468 3.0261 0.064 0.027 -0.071
H -4.2865 -2.0967 0.8828 -0.048 -0.039 0.028
H -3.1506 -1.5740 -0.3577 -0.072 -0.011 0.116
H -4.1076 -0.3840 0.5399 0.049 -0.040 -0.038
H -1.0614 -4.2384 1.3828 0.007 -0.008 -0.009
H -1.0828 -3.4166 -0.1740 -0.057 0.043 0.142
H -2.5792 -3.6606 0.7185 -0.027 -0.054 -0.054
H 0.7852 -3.7500 2.9911 0.022 -0.043 0.052
H 1.8629 -2.4150 2.6132 -0.012 -0.036 -0.039
H 1.0336 -3.2888 1.3147 0.017 0.033 0.030
H 1.1632 -1.9221 4.7224 0.064 -0.006 -0.050
H 0.5087 -0.4504 5.3947 0.053 0.042 -0.017
H 1.6932 -0.3606 4.0920 0.011 -0.054 0.062
H -1.8132 0.1608 5.7415 0.020 -0.048 -0.007
H -2.3559 1.4590 4.6883 -0.004 0.078 0.036
H -0.6452 1.2496 4.9960 0.026 0.051 0.102
H -3.9296 1.3379 2.5720 -0.059 0.041 0.015
H -4.0269 0.4542 4.0960 0.009 0.041 -0.013
H -4.6955 -0.2515 2.6478 -0.021 0.042 -0.065
C 5.5531 -0.5645 -3.1840 -0.036 0.056 0.058
C 4.3329 -0.9788 -3.6971 -0.002 -0.004 -0.063
C 3.1558 -0.6354 -3.0594 -0.072 0.104 0.111
C 3.2031 0.1104 -1.8812 -0.002 -0.119 0.582
C 4.4285 0.5403 -1.3745 -0.202 0.003 0.035
C 5.5987 0.2139 -2.0377 0.086 -0.004 -0.033
P 1.6946 0.5490 -0.9495 -0.226 0.254 -1.285
C 0.5074 -0.7470 -1.5842 -0.138 0.253 0.377
C -0.7452 -0.4346 -2.1389 0.315 0.101 -0.126
C -1.5094 -1.4410 -2.7218 -0.050 -0.103 0.015
C -1.0600 -2.7524 -2.7321 0.012 0.066 0.037
C 0.1519 -3.0750 -2.1334 0.186 0.074 -0.018
C 0.9256 -2.0843 -1.5509 -0.039 -0.066 0.168
C 1.0604 2.0745 -1.7681 0.191 0.110 0.166
C 1.6919 2.4877 -2.9227 -0.123 -0.339 0.299
C 1.3264 3.6714 -3.5723 -0.183 0.223 0.001
C 0.3567 4.4650 -3.0305 0.181 -0.166 -0.112
C -0.2936 4.1029 -1.8311 0.035 -0.377 0.115
C -1.2734 4.9536 -1.2805 -0.099 -0.120 0.210
C -1.9093 4.6180 -0.1220 -0.056 0.080 0.031
C -1.6229 3.3971 0.5104 0.255 -0.601 0.127
C -0.6909 2.4878 0.0158 -0.133 -0.200 0.208
C 0.0230 2.8763 -1.1758 0.154 -0.198 -0.049
H 6.4670 -0.8468 -3.6816 0.110 0.000 -0.062
H 4.2952 -1.5709 -4.5988 0.011 -0.026 -0.087
H 2.2087 -0.9397 -3.4809 0.000 -0.043 -0.046
H 4.4597 1.1357 -0.4710 0.067 0.001 0.047
H 6.5470 0.5593 -1.6563 0.079 0.007 0.060
H -1.0581 0.6028 -2.2447 0.032 -0.083 0.089
H -2.4316 -1.1895 -3.2206 -0.167 0.057 -0.002
H -1.6442 -3.5273 -3.2067 -0.055 -0.007 -0.060
H 0.5055 -4.0964 -2.1388 0.023 -0.061 -0.020
H 1.8941 -2.3299 -1.1245 -0.070 -0.036 -0.043
H 2.4866 1.8887 -3.3411 0.052 0.028 -0.051
H 1.8246 3.9446 -4.4886 0.039 0.081 -0.085
H 0.0650 5.3843 -3.5130 0.001 0.156 -0.064
H -1.5055 5.8729 -1.7940 -0.038 0.158 -0.037
H -2.6420 5.2760 0.3164 -0.095 0.118 0.008
H -2.1644 3.1817 1.4333 0.021 -0.030 -0.122
```
Forces are in eV/Å.

Summary:
2S+1: 6
<S²>: 9.357
Energy relative to the best compared isomer or geometry (same formula, charge and spin) in kJ/mol: 13.4
Charge: +2

Löwdin atomic charge list, values in e, 2 entries:
1. Dy 1.717
2. C -0.016

=====

2.
C34H34IN7OSr | ωB97M-V/def2-TZVPD

```
78
Properties=species:S:1:pos:R:3:forces:R:3
Sr -0.5829 -0.1683 -1.1023 -0.833 7.053 -0.181
C 0.0985 -2.4326 -0.7595 -0.064 -0.503 -0.509
C -1.4604 -2.4743 -1.2628 0.195 -0.131 0.827
C -2.4495 -1.8939 -0.1727 0.416 -0.382 -1.091
C -2.7535 -2.6323 0.9544 -0.131 0.163 0.162
C -3.5769 -2.0477 1.9068 -0.031 0.027 0.091
C -4.0577 -0.7663 1.6973 0.059 -0.031 -0.077
C -3.6921 -0.1035 0.5368 -0.175 0.049 -0.396
N -2.9224 -0.6517 -0.4028 -0.054 -1.215 0.618
N 0.9978 -1.7161 -1.7982 0.412 -1.926 0.721
C 0.9176 -2.3901 -3.1305 0.084 0.567 0.422
C 0.2727 -1.5567 -4.2494 0.561 -0.401 0.552
C 0.8810 -1.5412 -5.4921 -0.257 0.194 -0.233
C 0.2056 -0.9158 -6.5357 0.143 -0.066 0.045
C -1.0253 -0.3430 -6.2859 -0.131 0.065 0.020
C -1.5321 -0.3641 -4.9913 0.134 0.076 -0.067
N -0.8871 -0.9500 -3.9848 0.345 -0.313 0.008
C 2.4174 -1.5037 -1.2806 -0.774 -0.401 0.029
C 2.5166 -1.1747 0.2103 -0.001 0.061 -0.605
C 2.6687 -2.2025 1.1303 -0.007 0.032 0.176
C 2.7563 -1.8837 2.4762 -0.012 -0.013 0.032
C 2.7094 -0.5520 2.8444 -0.017 0.054 -0.069
C 2.5942 0.4043 1.8458 -0.043 0.079 0.070
N 2.4959 0.1167 0.5522 0.020 -0.376 -0.143
H 0.1261 -1.8560 0.2057 0.221 -0.895 -0.640
H 0.4734 -3.4328 -0.5516 -0.085 -0.112 -0.070
H -1.5585 -1.9054 -2.2190 -0.228 -0.718 0.526
H -1.7606 -3.4942 -1.4849 0.132 -0.083 0.062
H -2.3378 -3.6184 1.1149 -0.001 -0.024 -0.089
H -3.8270 -2.5760 2.8181 0.018 -0.032 -0.019
H -4.6953 -0.2728 2.4172 0.044 -0.025 0.043
H -4.0441 0.8972 0.3135 0.077 0.046 0.053
H 1.9209 -2.6985 -3.4262 0.021 0.047 -0.128
H 0.3312 -3.3055 -3.0287 -0.009 -0.053 0.026
H 1.8468 -2.0050 -5.6404 -0.013 -0.024 -0.006
H 0.6380 -0.8780 -7.5277 0.007 -0.009 0.009
H -1.5857 0.1455 -7.0710 0.001 -0.001 0.018
H -2.4559 0.1366 -4.7351 -0.005 -0.010 0.003
H 2.9856 -2.4214 -1.4597 0.083 0.009 -0.067
H 2.8598 -0.6810 -1.8394 -0.042 -0.010 -0.118
H 2.7160 -3.2325 0.8005 -0.008 -0.005 -0.021
H 2.8597 -2.6579 3.2259 -0.002 -0.021 -0.024
H 2.7565 -0.2459 3.8804 0.019 -0.024 0.002
H 2.5780 1.4552 2.1081 -0.041 -0.013 -0.048
C 1.0657 3.6830 1.9039 0.064 0.080 0.140
C 0.3877 3.2389 0.6263 -0.099 -0.014 -0.424
N -0.7027 2.2326 0.6392 -0.286 -0.356 0.773
N -1.0689 1.8439 1.9834 0.174 0.011 -0.458
C -0.8774 0.5719 2.1452 0.173 -0.211 0.345
O -0.4487 -0.2729 1.2821 0.081 -0.251 0.139
C -1.1500 0.0378 3.5302 -0.112 0.180 -0.115
C -0.7653 -1.2581 3.8489 -0.025 -0.034 0.052
C -1.0055 -1.7740 5.1170 0.001 -0.020 -0.018
C -1.6444 -0.9994 6.0741 -0.014 0.064 0.005
C -2.0377 0.2969 5.7579 0.012 -0.040 -0.013
C -1.7878 0.8136 4.4960 -0.022 -0.009 0.042
C 1.2650 3.1312 -0.5918 -0.047 0.147 0.086
C 2.2943 4.0565 -0.7784 -0.044 -0.014 -0.012
C 3.0950 3.9717 -1.9002 0.056 0.048 0.001
C 2.8442 2.9741 -2.8303 -0.069 -0.062 -0.002
C 1.7883 2.1187 -2.5778 -0.079 0.025 -0.068
N 1.0204 2.1803 -1.4926 0.127 -0.304 0.149
H 0.7038 3.0995 2.7496 -0.058 -0.032 -0.042
H 0.8611 4.7320 2.1258 0.013 -0.004 -0.048
H 2.1487 3.5693 1.8370 -0.016 -0.029 -0.003
H -0.2829 -1.8513 3.0834 0.024 -0.009 -0.004
H -0.6982 -2.7841 5.3619 0.008 0.005 -0.027
H -1.8338 -1.3983 7.0629 -0.003 -0.011 -0.011
H -2.5416 0.9059 6.4984 0.011 -0.007 0.003
H -2.0867 1.8215 4.2407 0.017 -0.012 -0.027
H 2.4496 4.8404 -0.0497 0.021 -0.011 -0.005
H 3.8976 4.6836 -2.0495 -0.006 -0.018 -0.020
H 3.4290 2.8607 -3.7328 0.022 0.055 0.017
H 1.5207 1.3527 -3.3030 0.026 -0.018 0.010
I -2.2787 2.1383 -2.7091 -0.251 0.113 -0.208
C -1.0472 3.6171 0.4074 0.284 0.016 -0.208
H -1.3953 3.8342 -0.5944 -0.030 0.018 0.021
H -1.5374 4.1217 1.2321 0.021 0.001 0.020
```
Forces are in eV/Å.

Summary:
Energy relative to the best compared isomer or geometry (same formula, charge and spin) in kJ/mol: 273.2

Löwdin atomic charge list, values in e, 2 entries:
1. Sr 1.234
2. C -0.233

=====

3.
C34H34N3O12Si | ωB97M-V/def2-TZVPD

```
84
Properties=species:S:1:pos:R:3:forces:R:3
C 1.3193 -3.1278 4.3341 -0.684 0.533 -0.245
C 1.7485 -2.3204 3.5593 0.365 -0.108 -0.138
C 2.2730 -1.3288 2.6042 -0.253 -0.142 0.682
C 1.1284 -0.7226 1.8518 0.368 -0.092 -0.187
N -0.0922 -0.6729 2.3225 -0.341 0.051 -0.165
N -0.9594 -0.0945 1.4517 0.281 -0.130 0.167
C -0.2204 0.2013 0.4237 -0.376 0.197 -0.353
C -0.8174 0.8371 -0.8162 -0.199 -0.158 0.771
C -2.2966 0.5280 -0.9035 -0.069 -0.245 -0.168
C -3.2496 1.4906 -0.6094 -0.051 0.176 0.068
C -4.6034 1.1913 -0.6694 0.136 -0.240 -0.104
C -5.0116 -0.0875 -1.0266 0.014 0.380 0.088
C -4.0640 -1.0563 -1.3374 -0.284 0.480 0.229
C -2.7086 -0.7539 -1.2772 0.098 -0.646 -0.102
C -1.7093 -1.8377 -1.6377 -0.273 0.365 0.042
N 1.1097 -0.1612 0.6267 -0.226 -0.184 0.373
Si 2.5196 0.0867 -0.5181 0.997 0.562 -1.112
C 2.2419 1.7114 -1.4110 -0.083 -0.448 0.470
C 2.6383 -1.2947 -1.7774 -0.105 0.155 0.315
C 4.0962 0.2509 0.4731 -0.434 -0.193 0.384
H 0.6869 -3.7058 4.9684 0.402 -0.301 0.158
H 3.0161 -1.7633 1.9433 -0.115 -0.096 -0.092
H 2.7696 -0.5483 3.1894 0.061 0.134 -0.209
H -0.4184 -1.0316 3.2091 0.020 -0.030 0.031
H -0.6964 1.9157 -0.7071 0.208 0.032 -0.275
H -0.2932 0.4718 -1.6948 0.091 0.108 -0.084
H -2.9466 2.4907 -0.3201 0.089 -0.008 -0.015
H -5.3422 1.9465 -0.4440 0.015 0.054 0.048
H -6.0737 -0.2894 -1.0417 0.049 -0.266 -0.081
H -4.4057 -2.0457 -1.6103 0.152 -0.086 -0.059
H -1.2213 -1.5789 -2.5804 0.193 -0.124 0.041
H -2.2156 -2.7902 -1.7718 -0.017 -0.017 -0.056
H -0.9581 -1.9847 -0.8580 0.101 0.043 -0.055
H 1.4198 1.6640 -2.1194 0.008 0.143 -0.050
H 2.0869 2.5289 -0.7053 -0.034 0.100 -0.105
H 3.1606 1.8943 -1.9712 0.038 0.035 0.003
H 2.7904 -0.8156 -2.7462 -0.116 -0.012 -0.044
H 1.7535 -1.9284 -1.8337 0.019 -0.054 -0.059
H 3.5200 -1.9117 -1.6011 -0.089 -0.114 0.115
H 4.9114 0.5234 -0.1965 -0.107 0.071 -0.168
H 4.4012 -0.6714 0.9678 0.080 0.059 -0.034
H 3.9912 1.0312 1.2314 0.101 0.009 0.000
C -0.1702 2.3106 6.7579 -0.172 -0.030 -0.175
C 0.9905 2.6095 7.3626 -0.237 0.006 0.242
C 2.2803 2.7271 6.5943 0.147 -0.022 -0.319
O 3.2875 3.0076 7.2076 -0.061 -0.008 0.137
C 2.2516 2.4945 5.1523 0.141 -0.002 0.024
C 1.0904 2.2058 4.5611 0.243 0.089 -0.177
C -0.1961 2.0959 5.3258 -0.140 -0.063 0.515
O -1.1920 1.7997 4.6870 0.035 -0.069 -0.211
O 0.9622 1.9796 3.2474 0.049 -0.044 -0.046
O 1.0919 2.8173 8.6661 0.127 -0.010 -0.220
H -1.1004 2.2179 7.3003 0.013 0.026 0.029
H 3.1827 2.5791 4.6086 -0.004 0.027 0.007
H 0.0058 1.8322 3.0993 -0.118 0.107 0.119
H 2.0295 3.0203 8.8482 0.019 0.010 0.030
C 6.6850 2.4243 -2.3462 -0.004 0.094 0.087
C 6.4423 1.3354 -3.0804 -0.195 0.081 0.261
C 7.2989 0.9510 -4.2525 0.400 0.157 -0.256
O 6.9988 -0.0687 -4.8454 -0.180 -0.083 0.083
C 8.4156 1.8084 -4.6020 -0.094 -0.182 -0.069
C 8.6648 2.9048 -3.8708 0.231 -0.020 -0.247
C 7.8175 3.2792 -2.6852 -0.276 -0.083 0.194
O 8.1133 4.2782 -2.0627 0.107 0.041 -0.084
O 9.6663 3.7345 -4.1298 -0.183 -0.045 0.151
O 5.4292 0.4952 -2.8426 0.024 0.004 -0.033
H 6.0748 2.7100 -1.5002 0.011 0.011 0.001
H 9.0190 1.5294 -5.4540 0.022 0.022 0.008
H 9.6290 4.4385 -3.4550 0.017 0.029 0.011
H 5.5040 -0.1986 -3.5289 0.074 -0.027 -0.075
C -7.5830 -3.6868 -1.6679 0.033 0.187 0.095
C -7.9887 -4.6843 -2.4655 0.306 -0.106 0.147
C -9.2589 -4.5946 -3.2690 -0.349 0.274 -0.079
O -9.5396 -5.5402 -3.9785 0.132 -0.127 0.031
C -10.0687 -3.3935 -3.1491 -0.011 -0.161 -0.098
C -9.6635 -2.3989 -2.3490 -0.295 0.081 -0.135
C -8.3830 -2.4806 -1.5652 0.308 -0.279 0.081
O -8.0768 -1.5224 -0.8762 -0.150 0.113 -0.043
O -10.3497 -1.2719 -2.1880 0.174 -0.096 0.050
O -7.3134 -5.8165 -2.6138 -0.154 0.107 -0.060
H -6.6742 -3.7423 -1.0852 -0.003 -0.028 0.001
H -10.9854 -3.3435 -3.7192 -0.002 0.024 0.006
H -9.8389 -0.7259 -1.5617 0.015 0.020 0.025
H -7.8265 -6.3577 -3.2456 -0.030 -0.018 -0.028
```
Forces are in eV/Å.

Summary:
DFT total energy in eV: -72720.499
Charge: +1

Löwdin atomic charge list, values in e, 2 entries:
1. C 0.152
2. C -0.119